No. 1
63
Properties=species:S:1:pos:R:3:forces:R:3:mulliken_spin:R:1 method="wB97M-V/def2-TZVPD" multiplicity=5 e_homo_ev="-13.5315 / -14.5362" e_above_lowest_ev=0.347 total_charge=+2 largest_force_ev_per_a=0.419
Ru -0.726 0.142 -0.837 -0.1 -0.2 -0.3 2.70
C -0.609 3.078 -1.523 -0.1 0.0 0.0 0.03
N -1.470 2.221 -0.663 0.1 0.1 0.1 -0.04
C -2.886 2.341 -1.109 0.1 0.0 0.1 0.02
C -1.364 2.583 0.758 0.0 0.0 -0.2 0.06
C -1.491 3.906 1.129 0.0 0.0 0.0 -0.06
C -1.431 4.272 2.467 0.0 0.0 0.0 0.13
C -1.245 3.297 3.437 0.0 0.0 0.0 -0.04
C -1.151 1.967 3.083 0.0 0.0 0.0 0.14
C -1.225 1.566 1.737 0.0 -0.2 -0.1 -0.01
N -1.165 0.272 1.240 -0.1 0.1 0.2 0.47
C -1.451 -0.931 1.837 0.0 0.2 -0.1 0.01
C -1.514 -1.202 3.222 0.0 -0.1 0.0 0.16
C -1.815 -2.462 3.689 0.0 0.0 0.0 -0.05
C -2.087 -3.495 2.802 0.0 0.0 0.0 0.16
C -2.044 -3.258 1.433 0.0 0.0 0.0 -0.06
C -1.719 -2.012 0.946 0.0 -0.1 -0.1 0.11
N -1.759 -1.766 -0.501 0.0 0.0 0.1 -0.04
C -3.172 -1.555 -0.927 0.1 0.0 0.0 0.01
C -1.173 -2.885 -1.282 -0.1 0.1 0.0 0.03
H -0.899 4.126 -1.451 0.0 0.0 0.0 0.01
H -0.741 2.759 -2.555 0.0 0.0 0.0 0.00
H 0.429 2.963 -1.226 0.0 0.0 0.0 -0.01
H -3.202 3.385 -1.073 0.0 0.0 0.0 0.00
H -3.521 1.758 -0.445 0.0 0.0 0.0 0.01
H -2.969 1.968 -2.127 0.0 0.0 0.0 0.00
H -1.645 4.668 0.378 0.0 0.0 0.0 0.00
H -1.528 5.312 2.746 0.0 0.0 0.0 0.00
H -1.172 3.573 4.480 0.0 0.0 0.0 0.00
H -0.977 1.256 3.868 0.0 0.0 0.0 0.00
H -1.296 -0.443 3.947 0.0 0.0 0.0 0.00
H -1.839 -2.639 4.756 0.0 0.0 0.0 0.00
H -2.343 -4.480 3.170 0.0 0.0 0.0 0.00
H -2.284 -4.063 0.754 0.0 0.0 0.0 0.00
H -3.748 -2.473 -0.801 0.0 0.0 0.0 0.00
H -3.186 -1.256 -1.974 0.0 0.0 0.0 0.01
H -3.620 -0.775 -0.313 0.0 0.0 0.0 0.00
H -1.746 -3.802 -1.155 0.0 0.0 0.0 0.00
H -0.145 -3.040 -0.971 0.0 0.0 0.0 -0.01
H -1.212 -2.619 -2.336 0.0 0.0 0.0 0.00
O 1.104 -1.185 -0.083 0.1 0.1 -0.1 0.05
C 1.903 -0.238 -0.206 -0.1 0.1 -0.1 -0.06
O 1.598 0.876 -0.714 0.0 0.0 0.1 0.04
C 3.327 -0.402 0.321 0.2 0.2 0.0 -0.01
N 4.176 0.651 -0.365 0.0 0.0 0.1 0.00
C 4.944 -0.070 -1.441 -0.1 0.1 0.0 0.00
C 5.290 -1.381 -0.758 0.0 0.0 0.0 0.00
C 4.011 -1.744 0.015 0.0 0.0 -0.1 0.00
H 3.301 -0.153 1.382 0.0 -0.1 0.0 0.00
H 4.821 1.085 0.293 0.0 0.0 0.0 0.00
H 3.529 1.371 -0.716 0.0 0.0 -0.1 0.00
H 5.785 0.540 -1.759 0.0 0.0 0.0 0.00
H 4.257 -0.205 -2.275 0.0 0.0 0.0 0.00
H 6.131 -1.232 -0.078 0.0 0.0 0.0 0.00
H 5.581 -2.142 -1.477 0.0 0.0 0.0 0.00
H 4.227 -2.297 0.925 0.0 0.0 0.0 0.00
H 3.341 -2.353 -0.589 0.0 0.0 0.0 0.00
C 0.704 -0.781 -3.607 0.0 0.0 0.1 0.02
C -0.380 -0.178 -2.777 -0.1 0.0 0.2 -0.04
O -1.388 0.344 -3.207 0.2 0.0 0.0 0.23
H 1.097 -0.008 -4.271 0.0 0.0 0.0 0.00
H 0.283 -1.566 -4.237 0.0 0.0 0.0 0.00
H 1.496 -1.188 -2.985 0.0 0.0 0.0 0.00

=====

No. 2
20
Properties=species:S:1:pos:R:3:forces:R:3:nbo_charge:R:1 method="wB97M-V/def2-TZVPD" multiplicity=1 e_homo_ev=-13.4575 e_above_lowest_ev=2.105 total_charge=+1 largest_force_ev_per_a=4.885
C 0.913 1.555 -0.110 -2.6 -2.4 -1.1 -0.28
C -0.266 1.814 -0.745 1.3 0.1 1.2 0.01
C -1.383 -0.277 -0.399 0.4 -1.6 -0.5 0.50
C 1.332 0.157 0.313 -1.7 -0.4 1.6 0.08
C -2.428 -1.244 -0.824 -2.4 -1.9 -1.1 -0.71
C 1.776 -0.065 1.824 -0.6 0.1 -0.8 -0.65
N -1.324 0.902 -0.924 -1.4 3.6 -3.0 -0.54
N -0.394 -0.582 0.357 2.9 -3.4 2.0 -0.59
S 2.413 -0.590 -0.899 -1.4 1.0 -0.6 0.15
H 1.673 2.249 -0.139 1.4 1.6 0.1 0.25
H -0.489 2.823 -1.095 0.1 -0.4 0.0 0.24
H -2.012 -2.202 -1.402 -0.6 2.3 1.2 0.28
H -3.252 -0.758 -1.482 1.7 -0.7 0.9 0.26
H -3.047 -1.677 0.026 1.1 0.6 -0.7 0.28
H 1.658 -1.108 2.169 -0.3 0.4 -0.4 0.24
H 1.268 0.630 2.518 0.0 -0.4 -0.6 0.25
H 2.838 0.105 1.913 0.4 0.4 -0.2 0.25
H -2.014 1.183 -1.676 1.1 -0.6 1.6 0.44
H -0.413 -1.618 0.682 0.3 2.5 -0.6 0.41
H 3.153 -1.299 -0.105 0.6 -0.8 1.0 0.14

=====

No. 3
92
Properties=species:S:1:pos:R:3:forces:R:3:mulliken_spin:R:1 method="wB97M-V/def2-TZVPD" multiplicity=6 e_homo_ev="-12.9416 / -13.1645" e_above_lowest_ev=0.213 total_charge=+2 largest_force_ev_per_a=2.272
N 0.489 6.315 -2.359 0.1 0.4 -0.3 -0.02
C 1.395 5.423 -2.760 -0.4 -0.6 0.4 0.01
C 1.216 4.045 -2.569 -0.5 0.2 -0.1 -0.02
C 0.012 3.578 -1.987 0.3 0.1 0.4 0.13
C -0.943 4.536 -1.617 0.4 0.7 -0.4 -0.02
C -0.655 5.900 -1.837 -0.1 -1.0 0.3 0.01
C -0.264 2.111 -1.867 -1.5 0.6 -1.3 -0.47
Mn -0.572 0.898 -0.311 0.2 0.5 0.7 4.10
P -2.329 -1.366 0.426 -0.8 -1.7 -1.3 0.58
C -1.675 1.619 -1.804 0.8 0.5 -1.6 0.11
C -2.202 0.737 -2.903 0.1 0.2 0.2 0.07
C -3.596 0.600 -3.091 0.4 -0.5 0.0 0.00
C -4.109 -0.443 -3.868 0.5 0.0 -0.3 0.01
C -3.218 -1.287 -4.557 0.5 0.9 0.9 -0.01
C -1.832 -1.062 -4.506 -0.4 0.5 0.1 0.01
C -1.335 -0.015 -3.721 -0.6 -0.4 0.0 0.00
Br -3.831 -2.727 -5.530 -0.5 -0.7 -0.5 0.00
H 0.428 1.554 -2.507 -0.4 0.1 0.0 0.00
H -2.439 2.307 -1.416 0.4 0.0 -0.2 -0.02
H 1.967 3.350 -2.954 -0.2 0.2 0.2 0.00
H -1.904 4.274 -1.170 0.3 0.0 -0.3 -0.01
H 2.283 5.825 -3.251 -0.2 -0.2 0.2 0.00
H -1.394 6.660 -1.564 0.3 -0.2 -0.1 0.00
H -4.278 1.319 -2.635 0.1 -0.3 0.1 0.00
H -0.277 0.220 -3.751 -0.1 -0.2 0.1 0.00
H -5.189 -0.600 -3.934 0.4 0.1 -0.1 0.00
H -1.163 -1.699 -5.084 -0.2 0.2 0.1 0.00
P -0.542 2.280 1.687 -0.6 1.2 1.0 0.17
C -2.265 -2.212 -1.189 0.1 -0.4 0.3 0.05
C -3.507 -3.022 -1.564 -0.3 -0.2 -0.1 0.04
H -1.384 -2.875 -1.201 -0.2 0.3 0.1 0.01
H -2.089 -1.402 -1.910 0.0 0.0 0.0 0.04
H -3.458 -3.298 -2.627 0.0 0.1 0.4 0.01
H -3.558 -3.949 -0.976 0.0 0.3 -0.1 -0.01
H -4.432 -2.451 -1.409 0.2 -0.2 -0.1 0.00
C -3.487 0.012 0.379 0.1 0.9 0.4 0.27
C -4.891 -0.344 0.887 -0.2 -0.3 0.2 0.05
H -3.534 0.368 -0.663 0.2 -0.2 0.3 -0.06
H -3.077 0.817 1.011 -0.1 -0.3 -0.3 -0.07
H -5.505 0.564 0.932 0.2 -0.2 0.0 0.00
H -5.392 -1.055 0.220 0.1 0.1 0.2 0.00
H -4.836 -0.775 1.894 -0.2 0.1 -0.2 -0.01
C -0.670 -1.467 1.124 0.3 0.9 0.1 0.29
C -0.486 -2.718 1.995 -0.3 -0.5 0.2 0.01
H -0.469 -0.542 1.700 0.1 -0.5 -0.2 -0.06
H 0.006 -1.524 0.244 -0.4 0.1 0.6 -0.07
H 0.361 -2.607 2.681 -0.2 0.0 -0.2 0.00
H -1.388 -2.901 2.591 0.3 0.0 0.0 -0.01
H -0.314 -3.604 1.372 0.0 0.2 0.1 0.00
C 0.688 1.658 2.894 0.1 0.1 0.2 0.01
C 0.765 2.508 4.156 0.1 -0.1 0.6 0.00
H 1.671 1.622 2.405 -0.3 0.1 -0.1 0.00
H 0.444 0.618 3.153 0.0 0.1 0.0 0.00
H 1.198 3.497 3.979 -0.1 -0.3 0.1 0.00
H -0.229 2.653 4.582 0.2 0.0 0.1 0.00
H 1.374 2.009 4.925 -0.2 0.2 -0.3 0.00
C -2.126 2.432 2.653 0.5 -0.6 0.4 -0.02
C -3.314 3.069 1.937 -0.2 0.2 -0.1 0.01
H -1.885 3.011 3.558 -0.2 -0.3 -0.2 0.00
H -2.367 1.405 2.979 0.0 0.3 0.1 0.00
H -3.291 4.162 2.008 0.1 -0.2 -0.1 0.00
H -3.379 2.809 0.872 0.0 0.1 0.1 0.00
H -4.242 2.736 2.419 0.2 0.2 -0.1 0.00
C -0.170 4.083 1.516 -0.4 0.1 -0.3 0.01
C 1.291 4.485 1.466 0.4 0.2 -0.1 0.00
H -0.715 4.651 2.289 0.3 -0.4 0.0 0.00
H -0.647 4.364 0.570 0.1 0.0 0.3 -0.01
H 1.362 5.543 1.185 0.0 -0.2 0.0 0.00
H 1.784 4.372 2.437 0.0 0.0 -0.4 0.00
H 1.846 3.909 0.714 -0.1 0.1 0.1 0.00
C 3.390 -2.346 -0.526 0.3 0.6 0.1 0.00
N 3.050 -1.590 -1.748 0.3 -0.2 -0.1 0.01
C 4.106 -0.591 -2.026 0.0 0.0 0.5 0.00
N 4.361 0.321 -0.886 -0.2 -0.2 0.2 0.00
C 4.700 -0.492 0.307 -0.5 -0.2 -0.4 0.00
N 3.634 -1.466 0.644 0.3 -0.1 -0.3 0.00
C 2.429 -0.802 1.112 0.2 0.0 -0.4 0.01
P 1.697 0.255 -0.270 0.6 -0.3 0.3 -0.10
C 1.729 -0.990 -1.676 0.7 0.1 0.2 0.01
C 3.235 1.234 -0.640 0.3 -0.3 -0.2 0.02
H 4.326 -2.895 -0.719 -0.4 0.1 0.1 0.00
H 2.581 -3.053 -0.295 0.2 0.1 -0.1 0.00
H 3.830 0.008 -2.906 0.1 -0.3 0.2 0.00
H 5.042 -1.140 -2.215 -0.4 0.2 -0.1 0.00
H 4.853 0.165 1.175 0.1 -0.1 -0.3 0.00
H 5.613 -1.070 0.088 -0.3 0.4 0.1 0.00
H 1.709 -1.548 1.467 0.3 0.2 -0.1 0.01
H 2.669 -0.152 1.965 0.0 -0.2 -0.2 0.00
H 1.495 -0.480 -2.623 0.1 -0.1 0.3 -0.02
H 0.972 -1.778 -1.538 0.1 0.2 0.0 -0.02
H 3.465 1.886 0.219 -0.1 -0.2 -0.3 0.00
H 3.068 1.878 -1.518 0.1 -0.2 0.3 0.00

=====

No. 4
54
Properties=species:S:1:pos:R:3:forces:R:3:nbo_charge:R:1 method="wB97M-V/def2-TZVPD" multiplicity=5 e_homo_ev="-6.6885 / -7.9919" e_above_lowest_ev=0.471 total_charge=0 largest_force_ev_per_a=2.196
Ir 0.776 0.050 0.794 -0.7 -0.1 0.7 1.21
C -0.005 3.637 -1.330 0.1 -0.3 0.0 -0.68
C 0.731 2.508 -0.696 0.4 0.8 -1.0 0.29
N 0.273 1.958 0.477 -0.6 -1.2 1.7 -0.30
N -0.440 2.703 1.319 0.0 1.1 -1.6 -0.33
C -0.460 2.338 2.565 0.8 -1.5 1.4 0.28
N -1.297 2.953 3.436 0.0 0.2 -0.3 -0.78
S 0.593 1.100 3.212 -0.1 0.1 -0.8 -0.19
C 1.934 1.947 -1.146 0.1 0.1 0.1 0.09
C 2.636 2.291 -2.329 -0.3 0.1 0.2 -0.20
C 3.804 1.644 -2.632 0.1 -0.2 0.1 -0.16
C 4.304 0.667 -1.760 -0.1 0.2 -0.1 -0.26
C 3.561 0.344 -0.635 0.5 -0.2 -0.1 0.08
N 2.426 0.939 -0.341 -0.6 -0.1 0.1 -0.49
H -1.047 3.604 -1.020 0.0 0.0 0.0 0.25
H 0.052 3.586 -2.414 0.0 0.0 -0.1 0.23
H 0.418 4.590 -1.006 0.0 0.1 0.0 0.24
H -1.697 3.831 3.149 -0.1 0.0 0.0 0.40
H -1.103 2.826 4.415 0.0 0.0 -0.1 0.41
H 2.228 3.048 -2.979 0.0 0.1 -0.1 0.22
H 4.334 1.867 -3.546 0.0 0.1 0.0 0.22
H 5.234 0.162 -1.959 0.1 -0.1 0.0 0.23
H 3.883 -0.435 0.042 0.0 -0.1 0.0 0.23
Br 0.431 -0.808 -2.128 -0.4 0.0 -0.2 0.08
C -1.345 -0.101 -1.928 0.3 0.0 -0.4 -0.03
C -1.999 0.209 -3.090 0.4 -0.1 0.2 -0.24
C -3.330 0.635 -3.043 -0.3 0.1 0.2 -0.22
C -3.988 0.675 -1.846 0.0 0.0 -0.2 -0.19
C -3.339 0.329 -0.643 0.4 -0.1 -0.1 0.03
C -4.043 0.300 0.577 -0.1 0.0 0.3 -0.21
C -3.422 -0.086 1.729 -0.2 0.0 -0.3 -0.20
C -2.042 -0.337 1.733 0.2 -0.2 -0.1 -0.25
C -1.287 -0.248 0.585 0.7 0.1 0.4 -0.18
C -1.950 -0.014 -0.653 -0.2 0.0 0.1 -0.19
H -1.489 0.106 -4.034 0.0 0.0 -0.1 0.23
H -3.832 0.894 -3.961 -0.1 0.0 -0.1 0.22
H -5.029 0.959 -1.806 -0.1 0.0 0.0 0.21
H -5.085 0.580 0.581 -0.2 0.0 0.0 0.21
H -3.966 -0.154 2.659 -0.1 0.0 0.1 0.22
H -1.583 -0.589 2.676 0.1 0.1 0.0 0.24
C 0.267 -3.603 0.046 0.2 0.1 0.2 -0.65
C 1.200 -3.131 1.173 -0.4 -0.8 -0.1 0.12
O 1.468 -1.813 1.202 0.4 1.2 0.1 -0.82
C 0.559 -3.557 2.523 -0.1 0.0 0.1 0.95
F 0.340 -4.879 2.614 0.1 -0.2 -0.1 -0.33
F -0.640 -2.972 2.668 -0.2 0.2 -0.1 -0.33
F 1.282 -3.212 3.586 0.2 0.2 0.1 -0.31
C 2.552 -3.878 1.014 0.1 0.0 0.0 0.96
F 3.166 -3.478 -0.109 0.0 0.2 -0.3 -0.33
F 3.404 -3.650 2.014 0.1 0.2 0.2 -0.32
F 2.419 -5.209 0.914 -0.2 -0.1 0.0 -0.33
H -0.642 -3.006 0.073 0.0 0.0 0.0 0.23
H 0.024 -4.655 0.171 -0.1 -0.1 0.0 0.23
H 0.760 -3.462 -0.911 0.0 0.0 0.0 0.23